31
Properties=species:S:1:pos:R:3 method="wB97M-V/def2-TZVPD" spin_multiplicity=1 homo_ev=-8.9317 orbital_gap_ev=8.5
C 0.801 2.634 -0.379
C 0.261 1.596 0.640
C 0.487 2.364 -1.816
C 0.221 -0.862 1.241
C 1.040 -1.480 2.436
C -0.089 -1.991 0.202
C -0.905 -1.574 -1.016
C -3.408 -2.064 0.178
H 2.663 2.947 0.657
H 2.678 2.353 -1.006
H 0.228 3.509 -0.111
H 0.874 3.214 -2.459
H -0.654 2.343 -1.736
H 0.367 0.668 -3.113
H 1.495 0.095 -0.234
H -0.641 -0.464 1.741
H 0.953 -2.318 -0.184
H -0.606 -2.914 0.635
H -0.362 -0.858 -1.584
H -0.922 -2.539 -1.573
H -4.495 -1.700 0.057
H -3.237 -3.016 -0.405
H -3.008 -2.105 1.233
H 2.175 -0.071 2.124
N 2.213 2.944 -0.270
N 0.876 0.246 0.640
O -0.478 2.057 1.475
O 1.159 1.191 -2.222
O 0.724 -2.572 2.935
O 2.138 -0.820 2.737
S -2.550 -0.815 -0.822